Entry i
Below is 11 unconnected molecules or ions with the total composition C81H176N8O11, with properties calculated with ωB97M-V/def2-TZVPD.

Properties
HOMO energy ... -7.6267 eV
LUMO ... 0.11 eV
Structure (SMILES) ... CC1(C)CCCC(C)(C)N1O.CC1(C)CCCC(C)(C)N1O.CC1(C)CCCC(C)(C)N1O.CC1(C)CCCC(C)(C)N1O.CC1(C)CCCC(C)(C)N1O.CC1(C)CCCC(C)(C)N1O.CC1(C)CCCC(C)(C)N1O.CC1(C)CCCC(C)(C)N1O.CC(C)O.CC(C)O.CC(C)O
HOMO-LUMO gap ... 7.740 eV

```
! RIJCOSX wB97M-V def2-TZVPD def2/J DEFGRID3
* xyz 0 1
C -12.686 -9.011 -15.623
C -13.947 -8.165 -15.587
C -14.626 -8.208 -16.999
C -14.999 -8.873 -14.645
C -14.876 -8.600 -13.175
C -14.838 -7.103 -12.786
C -13.815 -6.332 -13.698
C -14.240 -4.850 -13.544
C -12.411 -6.622 -13.040
N -13.889 -6.725 -15.126
O -12.853 -5.991 -15.875
H -11.805 -8.480 -15.982
H -12.473 -9.439 -14.644
H -12.775 -9.833 -16.334
H -14.039 -7.569 -17.659
H -14.675 -9.156 -17.535
H -15.603 -7.731 -16.915
H -15.984 -8.759 -15.097
H -14.830 -9.945 -14.747
H -15.603 -9.142 -12.570
H -13.929 -9.104 -12.984
H -14.543 -7.037 -11.739
H -15.810 -6.663 -13.009
H -13.541 -4.134 -13.976
H -14.373 -4.528 -12.511
H -15.216 -4.606 -13.965
H -12.560 -7.610 -12.604
H -12.220 -5.997 -12.167
H -11.518 -6.501 -13.653
H -13.361 -5.456 -16.489
C -23.293 -7.487 -14.208
C -23.412 -9.004 -13.770
C -22.955 -9.289 -12.294
C -24.978 -9.500 -13.863
C -25.114 -10.987 -13.940
C -24.249 -11.645 -15.013
C -22.766 -11.299 -14.952
C -22.130 -12.218 -13.822
C -22.231 -11.714 -16.411
N -22.598 -9.849 -14.683
O -21.232 -9.452 -14.747
H -22.221 -7.292 -14.197
H -23.404 -7.371 -15.286
H -23.731 -6.648 -13.668
H -21.939 -9.653 -12.138
H -22.960 -8.320 -11.795
H -23.557 -9.979 -11.702
H -25.477 -9.146 -12.961
H -25.469 -9.173 -14.780
H -24.941 -11.445 -12.966
H -26.142 -11.084 -14.290
H -24.619 -11.216 -15.944
H -24.377 -12.727 -15.063
H -22.080 -13.224 -14.237
H -22.694 -12.276 -12.891
H -21.095 -11.937 -13.627
H -22.300 -12.799 -16.488
H -21.209 -11.405 -16.629
H -22.624 -11.219 -17.299
H -21.203 -8.984 -15.585
C -23.863 10.432 -14.103
C -24.717 9.523 -13.182
C -24.940 8.158 -13.875
C -23.997 9.345 -11.810
C -24.218 10.546 -10.835
C -25.623 11.004 -10.661
C -26.249 11.366 -12.011
C -27.779 11.454 -11.747
C -25.860 12.701 -12.621
N -26.023 10.185 -12.882
O -26.803 10.222 -14.004
H -24.309 10.573 -15.088
H -23.629 11.414 -13.690
H -22.846 10.060 -14.226
H -24.010 7.624 -14.069
H -25.700 7.453 -13.539
H -25.360 8.327 -14.866
H -24.256 8.421 -11.293
H -22.920 9.503 -11.869
H -23.864 10.184 -9.870
H -23.574 11.397 -11.056
H -25.593 11.866 -9.995
H -26.192 10.180 -10.231
H -28.185 10.471 -11.507
H -28.395 11.804 -12.576
H -28.066 12.224 -11.031
H -26.497 12.815 -13.499
H -24.804 12.711 -12.889
H -26.106 13.595 -12.048
H -27.549 9.694 -13.710
C -21.287 -1.406 -10.515
C -20.526 -0.241 -11.235
C -19.047 -0.584 -11.412
C -21.162 -0.211 -12.628
C -21.038 1.087 -13.417
C -21.423 2.302 -12.555
C -20.631 2.423 -11.154
C -19.108 2.738 -11.439
C -21.258 3.519 -10.354
N -20.762 1.036 -10.504
O -20.251 1.010 -9.279
H -20.907 -1.576 -9.507
H -22.343 -1.139 -10.537
H -21.218 -2.244 -11.208
H -18.616 -0.700 -10.418
H -18.987 -1.616 -11.756
H -18.353 0.115 -11.878
H -20.698 -0.981 -13.244
H -22.105 -0.754 -12.689
H -20.015 1.204 -13.774
H -21.666 0.898 -14.287
H -22.501 2.232 -12.410
H -21.285 3.288 -13.000
H -18.400 2.093 -10.920
H -18.941 3.813 -11.499
H -18.789 2.485 -12.451
H -22.210 3.419 -9.832
H -21.414 4.404 -10.970
H -20.693 3.943 -9.523
H -21.026 0.978 -8.713
C -26.981 -5.246 -9.155
C -28.225 -4.344 -9.499
C -27.844 -2.883 -9.927
C -28.878 -5.044 -10.731
C -30.265 -4.653 -11.026
C -31.150 -5.011 -9.784
C -30.611 -4.360 -8.522
C -30.953 -2.877 -8.590
C -31.358 -4.983 -7.352
N -29.161 -4.516 -8.371
O -28.660 -3.878 -7.183
H -26.252 -4.509 -8.820
H -27.246 -5.888 -8.315
H -26.496 -5.902 -9.878
H -28.568 -2.637 -10.703
H -27.870 -2.218 -9.064
H -26.937 -2.834 -10.530
H -28.407 -4.829 -11.691
H -28.908 -6.133 -10.755
H -30.467 -3.582 -11.070
H -30.669 -5.194 -11.882
H -31.216 -6.093 -9.667
H -32.150 -4.745 -10.127
H -30.910 -2.307 -7.661
H -31.869 -2.613 -9.119
H -30.194 -2.370 -9.185
H -31.301 -4.284 -6.518
H -31.072 -5.990 -7.047
H -32.432 -5.063 -7.515
H -28.514 -4.524 -6.488
C -19.100 -4.016 -17.313
C -18.815 -3.417 -18.777
C -18.393 -4.511 -19.684
C -20.182 -2.833 -19.279
C -20.024 -1.533 -20.197
C -18.984 -0.605 -19.560
C -17.650 -1.129 -19.500
C -17.053 -1.399 -20.886
C -16.829 -0.067 -18.805
N -17.779 -2.393 -18.641
O -16.531 -2.924 -18.165
H -19.934 -4.713 -17.397
H -18.276 -4.507 -16.796
H -19.470 -3.378 -16.511
H -18.915 -5.467 -19.708
H -18.293 -4.187 -20.720
H -17.368 -4.811 -19.465
H -20.725 -3.438 -20.006
H -20.831 -2.656 -18.422
H -19.609 -1.879 -21.143
H -20.983 -1.032 -20.334
H -19.318 -0.208 -18.601
H -19.031 0.314 -20.143
H -16.976 -0.451 -21.418
H -17.484 -2.172 -21.523
H -16.014 -1.690 -20.732
H -17.270 0.012 -17.811
H -16.900 0.910 -19.282
H -15.782 -0.354 -18.710
H -16.368 -2.402 -17.376
C -17.334 -2.806 -5.471
C -17.580 -4.221 -4.738
C -17.501 -5.343 -5.875
C -16.496 -4.644 -3.760
C -16.947 -5.737 -2.849
C -18.154 -5.313 -2.045
C -19.388 -5.014 -2.966
C -20.097 -6.276 -3.293
C -20.219 -4.090 -2.070
N -18.930 -4.213 -4.197
O -19.862 -3.780 -5.071
H -17.422 -1.968 -4.780
H -16.345 -2.582 -5.870
H -18.105 -2.699 -6.234
H -18.275 -5.057 -6.588
H -16.527 -5.244 -6.354
H -17.633 -6.403 -5.661
H -15.613 -5.029 -4.268
H -16.315 -3.886 -2.997
H -17.188 -6.715 -3.265
H -16.167 -5.904 -2.106
H -17.932 -4.457 -1.408
H -18.459 -6.079 -1.332
H -20.407 -6.991 -2.531
H -19.604 -6.879 -4.056
H -21.043 -6.082 -3.800
H -19.729 -3.158 -1.785
H -20.579 -4.718 -1.255
H -21.128 -3.671 -2.500
H -20.181 -2.982 -4.642
C -13.990 8.274 -10.768
C -14.921 9.405 -10.488
C -14.245 10.767 -10.556
C -15.964 9.265 -11.646
C -17.326 9.911 -11.463
C -17.927 9.555 -10.147
C -16.993 9.684 -8.968
C -16.942 11.200 -8.547
C -17.577 8.780 -7.799
N -15.640 9.194 -9.244
O -14.885 8.919 -8.166
H -14.306 7.238 -10.643
H -13.315 8.552 -11.577
H -13.209 8.373 -10.014
H -14.944 11.554 -10.274
H -13.318 10.765 -9.982
H -13.983 10.984 -11.591
H -15.564 9.348 -12.657
H -16.300 8.229 -11.604
H -17.330 10.978 -11.687
H -18.152 9.644 -12.123
H -18.193 8.498 -10.149
H -18.886 10.067 -10.069
H -15.999 11.535 -8.116
H -17.566 11.328 -7.662
H -17.551 11.830 -9.194
H -17.719 7.730 -8.053
H -18.650 8.970 -7.764
H -17.231 8.882 -6.770
H -14.845 7.960 -8.182
C -22.914 0.947 -1.836
C -23.036 0.728 -3.350
C -23.234 2.104 -4.078
O -21.848 0.406 -3.923
H -23.841 0.933 -1.264
H -22.525 1.928 -1.560
H -22.309 0.168 -1.372
H -23.619 -0.120 -3.710
H -24.012 2.689 -3.587
H -23.531 2.059 -5.126
H -22.316 2.691 -4.097
H -21.150 0.783 -3.382
C -11.270 3.641 -8.181
C -12.712 3.329 -8.419
C -13.083 1.852 -8.123
O -13.594 4.268 -7.688
H -10.499 2.907 -8.416
H -11.212 3.950 -7.138
H -11.061 4.517 -8.795
H -12.892 3.439 -9.489
H -12.306 1.283 -8.633
H -14.039 1.595 -8.579
H -13.151 1.700 -7.046
H -14.405 3.825 -7.946
C -26.847 0.305 -16.326
C -27.503 1.608 -15.801
C -26.988 2.110 -14.430
O -27.455 2.463 -16.830
H -27.456 -0.256 -17.035
H -26.668 -0.340 -15.465
H -25.902 0.424 -16.855
H -28.578 1.449 -15.721
H -25.999 2.567 -14.454
H -27.012 1.363 -13.637
H -27.460 3.038 -14.105
H -27.857 3.272 -16.505
*
```

These are the Löwdin partial charges, in e, on atoms 1 to 99:
1. C -0.041
2. C -0.465
3. C -0.044
4. C -0.155
5. C -0.190
6. C -0.124
7. C -0.474
8. C -0.055
9. C -0.020
10. N -0.050
11. O -0.032
12. H 0.081
13. H 0.075
14. H 0.080
15. H 0.070
16. H 0.082
17. H 0.075
18. H 0.106
19. H 0.116
20. H 0.114
21. H 0.092
22. H 0.119
23. H 0.114
24. H 0.073
25. H 0.079
26. H 0.074
27. H 0.059
28. H 0.075
29. H 0.077
30. H 0.089
31. C -0.034
32. C -0.403
33. C -0.032
34. C -0.126
35. C -0.215
36. C -0.163
37. C -0.449
38. C -0.022
39. C -0.030
40. N -0.126
41. O -0.023
42. H 0.060
43. H 0.074
44. H 0.078
45. H 0.074
46. H 0.070
47. H 0.069
48. H 0.114
49. H 0.111
50. H 0.103
51. H 0.111
52. H 0.114
53. H 0.124
54. H 0.069
55. H 0.071
56. H 0.075
57. H 0.075
58. H 0.063
59. H 0.074
60. H 0.095
61. C -0.032
62. C -0.459
63. C -0.040
64. C -0.104
65. C -0.202
66. C -0.156
67. C -0.499
68. C -0.051
69. C -0.029
70. N -0.135
71. O -0.018
72. H 0.086
73. H 0.059
74. H 0.079
75. H 0.085
76. H 0.080
77. H 0.068
78. H 0.115
79. H 0.107
80. H 0.108
81. H 0.110
82. H 0.125
83. H 0.122
84. H 0.084
85. H 0.074
86. H 0.087
87. H 0.084
88. H 0.061
89. H 0.087
90. H 0.106
91. C -0.023
92. C -0.488
93. C -0.040
94. C -0.172
95. C -0.171
96. C -0.116
97. C -0.418
98. C -0.022
99. C -0.068

---

Entry ii
Below is 11 unconnected molecules or ions with the total composition C81H176N8O11, with properties calculated with ωB97M-V/def2-TZVPD.

Properties
HOMO energy ... -7.8426 eV
LUMO ... 0.15 eV
Structure (SMILES) ... CC1(C)CCCC(C)(C)N1O.CC1(C)CCCC(C)(C)N1O.CC1(C)CCCC(C)(C)N1O.CC1(C)CCCC(C)(C)N1O.CC1(C)CCCC(C)(C)N1O.CC1(C)CCCC(C)(C)N1O.CC1(C)CCCC(C)(C)N1O.CC1(C)CCCC(C)(C)N1O.CC(C)O.CC(C)O.CC(C)O
HOMO-LUMO gap ... 7.992 eV

```
! RIJCOSX wB97M-V def2-TZVPD def2/J DEFGRID3
* xyz 0 1
C -0.336 2.911 -1.238
C -0.644 2.303 0.139
C -1.522 3.315 0.948
C -1.544 1.091 -0.104
C -0.826 -0.147 -0.586
C 0.077 -0.531 0.646
C 1.139 0.526 0.880
C 1.831 0.130 2.228
C 2.055 0.468 -0.294
N 0.505 1.876 1.063
O 1.380 2.907 1.146
H 0.595 2.567 -1.688
H -1.112 2.722 -1.981
H -0.253 3.988 -1.093
H -1.938 2.799 1.814
H -1.038 4.255 1.211
H -2.419 3.637 0.419
H -2.022 0.942 0.864
H -2.377 1.204 -0.798
H -1.554 -0.941 -0.752
H -0.246 -0.116 -1.509
H 0.493 -1.527 0.497
H -0.533 -0.701 1.533
H 1.031 0.080 2.967
H 2.502 0.830 2.726
H 2.320 -0.839 2.135
H 2.457 -0.540 -0.388
H 2.893 1.163 -0.339
H 1.569 0.786 -1.216
H 1.044 3.235 1.984
C -4.630 2.162 -3.799
C -5.382 3.160 -4.760
C -6.809 2.543 -5.070
C -5.631 4.489 -3.982
C -4.420 5.475 -3.948
C -3.902 5.632 -5.365
C -3.526 4.333 -6.092
C -3.265 4.790 -7.573
C -2.138 3.850 -5.607
N -4.709 3.430 -6.053
O -4.470 2.314 -6.832
H -4.065 2.680 -3.023
H -5.424 1.734 -3.186
H -4.019 1.345 -4.184
H -6.747 1.587 -5.589
H -7.429 2.384 -4.188
H -7.346 3.196 -5.757
H -6.430 5.079 -4.431
H -5.749 4.333 -2.909
H -4.796 6.415 -3.543
H -3.666 5.140 -3.236
H -3.094 6.362 -5.395
H -4.720 6.036 -5.961
H -4.202 4.991 -8.093
H -2.684 4.124 -8.211
H -2.778 5.765 -7.562
H -2.111 3.544 -4.561
H -1.404 4.600 -5.901
H -1.890 2.915 -6.108
H -3.759 1.824 -6.414
C 2.525 -4.648 5.377
C 3.906 -5.024 4.800
C 4.500 -6.346 5.518
C 3.854 -5.271 3.274
C 3.645 -4.107 2.339
C 4.659 -3.044 2.749
C 4.778 -2.655 4.247
C 6.051 -1.775 4.351
C 3.514 -1.832 4.600
N 4.861 -3.894 5.041
O 5.118 -3.625 6.321
H 1.937 -5.558 5.493
H 2.599 -4.084 6.307
H 1.928 -4.159 4.607
H 4.583 -6.292 6.604
H 3.858 -7.205 5.323
H 5.493 -6.567 5.127
H 4.838 -5.663 3.015
H 3.173 -6.088 3.035
H 3.626 -4.445 1.303
H 2.677 -3.700 2.633
H 4.370 -2.150 2.196
H 5.629 -3.370 2.375
H 6.050 -1.097 3.498
H 6.966 -2.361 4.267
H 6.069 -1.102 5.208
H 2.540 -2.214 4.296
H 3.601 -0.867 4.102
H 3.493 -1.701 5.682
H 6.078 -3.613 6.307
C 4.323 -8.069 -2.877
C 4.537 -6.562 -3.102
C 6.077 -6.295 -2.995
C 4.129 -6.285 -4.602
C 3.951 -4.835 -4.951
C 3.086 -4.036 -3.931
C 3.486 -4.259 -2.452
C 4.793 -3.437 -2.148
C 2.337 -3.600 -1.606
N 3.706 -5.702 -2.167
O 3.911 -5.960 -0.807
H 4.842 -8.699 -3.599
H 4.665 -8.289 -1.866
H 3.265 -8.326 -2.926
H 6.744 -7.138 -3.175
H 6.379 -5.583 -3.763
H 6.346 -5.907 -2.013
H 4.818 -6.623 -5.376
H 3.252 -6.850 -4.918
H 4.969 -4.449 -5.007
H 3.473 -4.775 -5.929
H 2.046 -4.334 -4.058
H 3.144 -2.965 -4.128
H 4.513 -2.396 -2.310
H 5.642 -3.674 -2.789
H 5.174 -3.692 -1.159
H 1.481 -4.274 -1.625
H 1.993 -2.622 -1.942
H 2.621 -3.427 -0.567
H 3.082 -6.387 -0.576
C -0.595 -4.470 2.415
C -1.696 -3.907 3.350
C -1.056 -2.921 4.362
C -2.774 -3.177 2.502
C -3.759 -3.995 1.758
C -4.441 -5.070 2.558
C -3.402 -5.899 3.434
C -4.313 -6.668 4.508
C -2.739 -6.958 2.568
N -2.423 -4.908 4.130
O -1.575 -5.509 5.073
H -0.928 -4.745 1.415
H 0.157 -3.703 2.223
H 0.025 -5.280 2.798
H -0.367 -3.445 5.024
H -0.604 -2.016 3.956
H -1.905 -2.657 4.993
H -3.448 -2.599 3.134
H -2.263 -2.409 1.922
H -4.456 -3.330 1.247
H -3.189 -4.573 1.031
H -4.964 -5.721 1.858
H -5.248 -4.708 3.196
H -4.870 -5.976 5.139
H -3.736 -7.328 5.156
H -5.101 -7.272 4.057
H -2.146 -7.710 3.088
H -2.073 -6.553 1.807
H -3.489 -7.590 2.092
H -1.927 -4.978 5.791
C -6.087 3.469 2.154
C -6.283 2.106 1.420
C -6.027 2.241 -0.160
C -5.255 1.174 2.100
C -5.468 -0.293 1.728
C -6.901 -0.660 2.058
C -8.023 0.220 1.396
C -8.120 -0.029 -0.105
C -9.397 -0.111 2.066
N -7.677 1.645 1.699
O -8.629 2.548 1.371
H -6.741 4.100 1.551
H -6.436 3.483 3.187
H -5.060 3.833 2.151
H -5.299 3.044 -0.273
H -5.341 1.508 -0.585
H -6.884 2.428 -0.807
H -4.291 1.472 1.688
H -5.229 1.396 3.167
H -5.350 -0.671 0.713
H -4.863 -0.884 2.416
H -7.077 -0.509 3.123
H -6.986 -1.737 1.916
H -7.177 -0.150 -0.639
H -8.734 0.697 -0.638
H -8.621 -0.974 -0.310
H -10.182 0.552 1.703
H -9.359 0.244 3.096
H -9.566 -1.188 2.042
H -8.549 2.551 0.414
C -0.492 -1.743 -4.550
C -0.385 -1.105 -5.995
C 0.161 0.306 -5.819
C 0.557 -2.047 -6.803
C 0.728 -1.537 -8.274
C -0.586 -1.525 -8.986
C -1.765 -0.840 -8.170
C -1.791 0.653 -8.605
C -3.085 -1.460 -8.735
N -1.707 -1.061 -6.679
O -2.697 -0.291 -5.981
H -0.996 -1.102 -3.826
H -1.040 -2.684 -4.507
H 0.514 -1.795 -4.134
H 0.397 0.843 -6.738
H -0.451 0.967 -5.204
H 1.110 0.289 -5.284
H 1.530 -2.156 -6.325
H 0.114 -3.036 -6.920
H 1.277 -0.596 -8.287
H 1.459 -2.136 -8.817
H -0.891 -2.479 -9.418
H -0.329 -0.952 -9.877
H -2.113 0.855 -9.626
H -0.820 1.147 -8.561
H -2.359 1.310 -7.946
H -3.429 -2.441 -8.408
H -3.193 -1.486 -9.820
H -3.930 -0.813 -8.497
H -3.146 -0.908 -5.399
C 8.593 3.834 4.495
C 7.731 2.546 4.557
C 8.673 1.339 4.843
C 6.718 2.620 5.780
C 5.523 3.524 5.466
C 4.824 2.919 4.146
C 5.728 2.812 2.901
C 4.951 2.019 1.882
C 5.974 4.207 2.321
N 7.009 2.199 3.291
O 7.961 2.138 2.157
H 8.010 4.755 4.516
H 9.204 3.943 5.391
H 9.288 3.857 3.656
H 9.498 1.402 4.133
H 9.172 1.397 5.811
H 8.272 0.325 4.817
H 6.354 1.639 6.087
H 7.268 3.085 6.599
H 4.760 3.620 6.240
H 5.910 4.516 5.233
H 3.926 3.517 3.996
H 4.478 1.889 4.240
H 4.740 0.985 2.154
H 5.637 2.009 1.035
H 3.930 2.367 1.722
H 6.501 4.313 1.372
H 6.503 4.852 3.022
H 4.996 4.663 2.163
H 7.952 1.201 1.948
C -0.483 7.184 -3.694
C 0.958 6.908 -3.498
C 1.333 5.594 -4.141
O 1.854 7.824 -3.984
H -0.824 8.055 -3.133
H -1.063 6.343 -3.315
H -0.826 7.271 -4.724
H 1.101 6.744 -2.430
H 1.136 5.548 -5.213
H 0.855 4.781 -3.593
H 2.398 5.428 -3.982
H 1.729 7.955 -4.927
C 2.357 6.910 5.104
C 0.836 6.684 5.019
C 0.402 5.891 3.771
O 0.485 6.032 6.269
H 2.652 7.343 6.060
H 2.871 7.465 4.319
H 2.877 5.956 5.185
H 0.405 7.671 5.190
H 0.962 4.967 3.629
H 0.613 6.413 2.838
H -0.673 5.717 3.798
H 1.010 5.231 6.195
C -1.641 2.928 4.951
C -2.789 1.952 4.723
C -2.335 0.552 4.652
O -3.654 2.035 5.867
H -1.159 2.684 5.898
H -1.924 3.979 5.016
H -0.860 2.895 4.192
H -3.386 2.220 3.852
H -1.653 0.315 5.468
H -1.732 0.251 3.795
H -3.187 -0.125 4.585
H -4.488 1.578 5.736
*
```

These are the Löwdin partial charges, in e, on atoms 1 to 99:
1. C -0.023
2. C -0.440
3. C -0.024
4. C -0.171
5. C -0.143
6. C -0.139
7. C -0.481
8. C -0.013
9. C -0.031
10. N -0.104
11. O -0.004
12. H 0.071
13. H 0.076
14. H 0.072
15. H 0.060
16. H 0.076
17. H 0.080
18. H 0.100
19. H 0.113
20. H 0.107
21. H 0.096
22. H 0.110
23. H 0.093
24. H 0.075
25. H 0.056
26. H 0.069
27. H 0.084
28. H 0.084
29. H 0.064
30. H 0.086
31. C -0.017
32. C -0.436
33. C -0.033
34. C -0.121
35. C -0.177
36. C -0.160
37. C -0.470
38. C -0.035
39. C -0.018
40. N -0.108
41. O -0.010
42. H 0.059
43. H 0.060
44. H 0.065
45. H 0.073
46. H 0.072
47. H 0.079
48. H 0.118
49. H 0.105
50. H 0.110
51. H 0.094
52. H 0.103
53. H 0.122
54. H 0.085
55. H 0.074
56. H 0.076
57. H 0.069
58. H 0.082
59. H 0.057
60. H 0.043
61. C -0.029
62. C -0.425
63. C -0.016
64. C -0.151
65. C -0.176
66. C -0.139
67. C -0.464
68. C -0.030
69. C -0.027
70. N -0.173
71. O -0.002
72. H 0.081
73. H 0.090
74. H 0.043
75. H 0.070
76. H 0.071
77. H 0.072
78. H 0.116
79. H 0.120
80. H 0.092
81. H 0.083
82. H 0.103
83. H 0.121
84. H 0.070
85. H 0.089
86. H 0.075
87. H 0.060
88. H 0.057
89. H 0.088
90. H 0.112
91. C -0.052
92. C -0.436
93. C -0.034
94. C -0.160
95. C -0.185
96. C -0.133
97. C -0.463
98. C -0.023
99. C -0.034

---

Which structure is the least stable? The one labeled entry i.